[1]
77
Properties=species:S:1:pos:R:3 method="wB97M-V/def2-TZVPD" total_charge=-1 homo_energy_ev="-1.03 / -2.21" spin_multiplicity=5 s2=6.04 lumo_ev="2.18 / 0.95"
Ir -0.37 3.26 -0.02
Cl -1.43 1.80 1.72
Cl 1.95 2.51 -0.19
P 0.75 -1.57 0.64
N -0.76 5.96 -0.05
N -0.29 4.96 0.76
C -3.33 -1.95 -0.30
C 3.65 -0.21 3.44
C 3.51 -2.91 -1.95
C 0.74 -0.49 3.34
C 1.64 -1.55 -0.94
C -3.08 2.26 -4.43
C 0.07 5.54 1.96
C -2.41 -4.02 1.02
C -3.48 -3.45 0.07
C 2.84 0.03 4.73
C -4.13 2.38 -2.22
C -1.71 2.08 -2.42
C -0.15 6.91 1.84
C -1.87 -1.52 -0.59
C 2.58 -2.75 -0.74
C 1.80 -1.62 -3.46
C -0.68 7.14 0.57
C 2.80 -2.79 -3.32
C -1.84 2.03 -3.85
C -0.97 -3.57 0.68
C 1.43 -0.58 4.71
C -0.99 -2.04 0.57
C 2.79 -0.15 2.15
C -0.45 2.19 -1.74
C -4.23 2.43 -3.62
C 1.61 -1.16 2.24
C -2.88 2.19 -1.63
C 0.84 -1.48 -2.26
H -4.48 -3.60 0.50
H 3.55 -2.71 -4.12
H 2.00 -3.67 -0.55
H 1.50 -1.64 4.99
H -0.27 -0.91 3.40
H -5.02 2.53 -1.60
H -1.01 8.03 0.07
H -0.63 -4.01 -0.27
H 0.07 -2.26 -2.32
H -0.24 -3.87 1.45
H 1.90 -2.22 2.45
H 4.47 0.52 3.39
H 3.42 -0.30 1.26
H -3.17 2.32 -5.52
H -1.41 -1.58 1.50
H -2.76 2.22 -0.55
H 2.35 0.85 2.03
H 0.07 7.64 2.60
H 2.20 -0.59 -0.92
H 2.34 -0.67 -3.58
H -2.62 -3.68 2.05
H 0.33 -0.50 -2.30
H -3.95 -1.70 -1.18
H 3.39 -0.39 5.58
H -5.20 2.63 -4.08
H -0.93 1.95 -4.45
H -1.12 5.68 -0.96
H -1.76 -0.43 -0.72
H -2.44 -5.12 1.02
H -3.70 -1.32 0.52
H 0.43 1.76 -2.31
H 2.77 1.10 4.93
H -3.44 -4.06 -0.85
H 4.12 -1.20 3.50
H 3.18 -2.58 0.17
H 0.62 0.57 3.06
H 4.28 -2.13 -1.87
H -1.54 -1.98 -1.53
H 1.21 -1.76 -4.38
H 2.27 -3.73 -3.49
H 4.01 -3.88 -1.88
H 0.81 -0.10 5.48
H 0.44 4.92 2.77

=====

[2]
84
Properties=species:S:1:pos:R:3 method="wB97M-V/def2-TZVPD" total_charge=+2 homo_energy_ev=-13.22 e_above_lowest_kcal_mol=9.2 lumo_ev=-8.42
Hf 1.11 1.58 -0.41
P -0.27 -3.03 -1.49
P 2.43 -2.65 -0.21
F 1.09 4.50 -3.03
F -2.26 1.11 -3.11
F -2.57 3.10 -3.98
F -2.47 2.83 -1.82
F -0.98 4.96 -2.54
F -0.68 2.09 -5.40
F -0.37 4.58 -4.63
F 0.15 0.58 -4.01
F 1.33 2.30 -4.58
O 0.29 2.24 -1.98
C 2.33 -3.71 1.34
C 0.07 1.91 -4.29
C -0.77 -0.64 1.09
C 3.45 2.85 1.23
C 1.99 2.86 1.28
C -1.95 -1.01 0.19
C -3.67 -0.60 2.00
C -0.18 2.42 1.91
C -1.32 2.15 2.84
C -3.04 -1.41 3.10
C -1.82 -4.06 -1.25
C -0.19 4.19 -3.35
C -0.33 -2.90 -3.33
C 2.25 -4.17 -1.29
C -2.45 -2.76 2.64
C -1.94 2.42 -3.00
C 1.61 1.03 3.12
C 1.49 5.04 -0.10
C 0.79 -4.57 -1.43
C 1.13 3.72 0.50
C -1.42 4.17 0.60
C -3.27 -0.55 0.72
C -0.21 3.35 0.87
C 1.15 1.95 2.04
C -0.96 -2.70 2.58
C 4.27 -2.70 -0.29
C -0.43 2.68 -3.07
C -0.24 -1.80 1.92
H 2.83 -5.00 -0.87
H -1.44 5.06 1.25
H 0.46 -5.20 -0.60
H 0.60 -5.15 -2.34
H -4.62 -0.11 2.24
H -2.90 -3.14 1.70
H -0.42 -3.36 3.28
H -2.34 3.61 0.79
H 4.59 -2.31 -1.26
H 4.69 -2.08 0.50
H -2.25 1.94 2.28
H 0.96 0.14 3.23
H -3.75 -1.62 3.92
H 3.87 3.84 1.44
H 1.28 -3.95 1.58
H 2.57 5.18 -0.21
H 1.12 5.85 0.56
H -2.05 -4.60 -2.18
H -1.94 -2.09 0.03
H 3.79 2.56 0.21
H -0.62 -1.87 -3.58
H -3.94 -0.23 -0.07
H 1.05 5.21 -1.09
H 2.68 -3.94 -2.27
H -1.56 2.99 3.51
H -1.08 0.18 1.75
H 3.90 2.16 1.96
H -2.64 -3.53 3.39
H 2.76 -3.17 2.19
H -1.80 -0.55 -0.81
H -1.07 -3.60 -3.74
H 0.87 -1.82 1.92
H -1.14 1.29 3.50
H 2.88 -4.65 1.20
H 0.07 -0.25 0.40
H -2.70 -3.46 -1.00
H -1.42 4.49 -0.44
H 0.65 -3.11 -3.76
H -1.68 -4.79 -0.44
H 2.62 0.67 2.94
H 1.59 1.56 4.08
H -2.28 -0.80 3.62
H 4.63 -3.73 -0.18

=====

[3]
84
Properties=species:S:1:pos:R:3 method="wB97M-V/def2-TZVPD" total_charge=+2 homo_energy_ev="-12.92 / -12.14" e_above_lowest_kcal_mol=21.6 spin_multiplicity=3 s2=2.12 lumo_ev="-9.69 / -9.54"
W -1.02 -0.93 -2.65
P -2.32 -1.71 -4.35
P -1.06 1.50 -4.93
F 5.17 1.76 -1.97
F 5.61 -0.07 -0.86
F 3.86 -0.60 1.32
F 4.74 3.93 -0.26
F 5.49 3.17 1.66
F 6.59 1.81 -0.30
F 5.65 0.50 1.93
F 3.36 3.60 1.40
F 3.67 1.15 2.61
O 3.02 1.38 -0.33
C -0.28 5.17 -0.38
C -3.02 -0.04 -0.21
C -1.94 -0.92 -0.67
C -0.46 -4.19 -1.90
C -2.20 0.58 -6.06
C -4.11 -1.25 -4.20
C 1.66 -2.00 -1.00
C -2.09 3.85 -1.64
C 5.41 1.26 -0.74
C 4.45 3.09 0.77
C 0.19 -1.83 -1.00
C -1.22 5.07 -1.58
C -2.28 -3.47 -4.82
C 0.73 3.01 -2.59
C 0.03 0.26 0.55
C -0.78 -2.78 -1.49
C -0.53 -0.75 -0.38
C -1.87 -0.92 -6.03
C 4.35 0.65 1.54
C 1.43 3.53 -1.37
C -0.35 2.05 -2.09
C 0.36 1.78 -6.10
C -3.42 -2.94 -1.31
C 4.16 1.57 0.25
C -1.73 2.64 -2.03
C -1.81 3.20 -5.18
C -2.11 -2.23 -1.27
C 0.97 4.35 -0.42
H 2.19 -1.04 -0.94
H -3.29 -0.22 0.83
H -2.38 -1.47 -6.84
H -0.58 5.21 -2.47
H -4.62 -1.48 -5.15
H -4.62 -1.79 -3.39
H -0.15 -0.01 1.61
H 0.79 0.81 -6.38
H -3.59 -3.53 -0.39
H -1.90 5.94 -1.55
H 0.50 -4.24 -2.44
H -3.16 4.01 -1.43
H -2.72 1.00 -0.30
H -2.85 -3.59 -5.75
H -0.79 -1.09 -6.16
H 1.93 -2.58 -0.11
H -1.24 -4.64 -2.53
H -4.25 -2.23 -1.35
H 1.12 0.40 0.43
H -0.33 1.07 -2.74
H 1.64 4.54 0.43
H -3.49 -3.66 -2.15
H -3.20 0.80 -5.66
H -0.01 1.70 -1.11
H 0.32 3.78 -3.25
H -0.37 -4.80 -0.99
H -2.88 3.17 -4.91
H -0.01 2.31 -6.99
H -2.50 1.94 -2.37
H -2.72 -4.13 -4.06
H -1.32 3.96 -4.57
H -3.93 -0.18 -0.81
H 1.13 2.39 -5.61
H -1.72 3.49 -6.24
H 1.44 2.43 -3.20
H -0.84 5.01 0.55
H -2.12 1.00 -7.07
H 2.42 3.07 -1.21
H -0.48 1.23 0.47
H 2.01 -2.55 -1.88
H -1.25 -3.81 -4.99
H -4.25 -0.18 -3.99
H 0.07 6.22 -0.30

=====

[4]
80
Properties=species:S:1:pos:R:3 method="wB97M-V/def2-TZVPD" total_charge=+1 homo_energy_ev=-11.00 e_above_lowest_kcal_mol=12.3 lumo_ev=-2.98
I 1.48 -1.93 -1.73
Zr -0.15 0.08 0.36
P 1.81 1.91 1.40
N -1.62 0.60 -1.24
N 1.34 1.30 0.04
N 1.33 3.46 1.63
N -2.14 0.13 1.43
N 3.42 1.77 1.71
N 0.87 0.89 2.50
C 5.24 0.09 1.80
C 0.48 2.71 -2.81
C -2.75 -0.08 2.61
C 0.15 1.53 3.62
C 1.00 1.70 4.88
C -4.38 0.53 1.21
C -3.16 0.50 0.55
C -2.84 0.74 -0.80
C -4.12 0.15 2.53
C 2.36 -0.26 4.20
C -1.33 0.96 -2.64
C 6.00 1.18 2.57
C -1.40 4.75 -2.91
C 1.51 6.02 0.84
C -1.81 3.42 -2.84
C 1.49 -0.40 2.95
C 2.10 5.73 2.23
C -0.04 5.05 -2.95
C -0.87 2.39 -2.77
C 0.90 4.03 -2.90
C 1.60 4.37 2.75
C 4.12 0.70 0.96
C 5.76 2.54 1.92
C 0.10 5.44 0.76
C 1.57 0.36 5.34
C 0.37 -2.09 0.12
C 4.29 2.92 2.04
C 0.16 3.91 0.81
H 4.52 1.11 0.03
H -2.14 5.54 -2.97
H 0.67 -1.09 3.16
H 4.12 3.21 3.08
H 4.06 3.78 1.41
H -0.26 2.48 3.28
H 7.06 0.95 2.61
H 6.35 3.31 2.41
H -5.34 0.78 0.77
H 5.91 -0.45 1.13
H 3.21 0.37 3.96
H 2.21 0.49 6.21
H -2.87 3.19 -2.84
H 3.19 5.74 2.19
H 1.22 1.91 -2.76
H -0.53 -2.67 -0.14
H 2.13 5.55 0.07
H 1.80 6.50 2.94
H -0.39 5.73 -0.17
H 1.83 2.38 4.68
H 2.31 3.93 3.43
H 2.74 -1.25 4.47
H 0.97 -2.68 0.80
H -2.23 0.80 -3.23
H -0.78 3.51 1.23
H -4.83 0.04 3.33
H 1.95 4.26 -2.94
H 4.83 -0.65 2.50
H -0.50 5.83 1.58
H 0.28 6.08 -3.03
H 0.67 4.50 3.31
H -0.70 0.89 3.87
H -2.21 -0.42 3.48
H -3.64 1.06 -1.47
H -0.56 0.29 -3.01
H 0.28 3.51 -0.19
H 2.07 -0.82 2.13
H 0.75 -0.30 5.64
H 3.41 -0.06 0.64
H 0.38 2.15 5.66
H 1.50 7.09 0.65
H 5.65 1.22 3.61
H 6.08 2.52 0.88

=====

[5]
86
Properties=species:S:1:pos:R:3 method="wB97M-V/def2-TZVPD" homo_energy_ev="-8.02 / -7.76" e_above_lowest_kcal_mol=11.0 spin_multiplicity=2 s2=0.81 lumo_ev="-0.33 / -0.32"
Sb 2.21 0.03 -1.93
Mn 0.29 -0.86 -0.10
Si 1.75 1.81 -3.70
Si 4.40 0.64 -0.78
Si 2.86 -1.97 -3.37
O 1.83 -1.88 0.72
O -1.15 -0.75 -2.71
O -0.56 -1.64 1.48
O 0.67 0.78 1.30
O -0.50 1.87 2.85
O -3.38 -0.73 -2.99
N -1.48 0.31 -0.18
N 1.52 -2.54 1.77
N 0.31 -2.39 2.13
N -0.06 -2.73 -1.13
C 4.26 -1.55 -4.54
C 0.92 3.23 -2.81
C -3.75 0.77 -0.72
C -1.16 -4.57 5.40
C 0.72 -3.69 4.17
C -1.13 -5.78 0.71
C -2.83 1.63 1.30
C -2.26 -3.67 -0.70
C -2.03 -4.00 4.48
C 3.40 -3.35 -2.21
C 5.14 -0.93 -0.07
C -1.54 -3.28 3.41
C -2.33 -0.46 -2.40
C 0.21 -4.41 5.24
C -1.65 1.03 0.94
C 1.34 -2.50 -4.36
C 5.69 1.48 -1.86
C -0.39 1.20 1.71
C -0.31 -4.81 0.13
C -2.50 -5.70 0.58
C -3.07 -4.64 -0.13
C -3.92 1.48 0.45
C 3.31 2.42 -4.54
C 3.93 1.80 0.61
C -0.88 -3.75 -0.57
C 0.60 1.06 -4.97
C -0.17 -3.13 3.27
C -2.51 0.22 -1.03
H 0.45 -1.92 -4.10
H 0.88 -3.07 -1.32
H 0.90 -4.85 5.95
H 4.80 2.02 1.25
H 5.08 -1.05 -4.04
H -4.88 1.92 0.70
H 3.03 -3.22 -1.19
H -4.14 -4.58 -0.24
H 5.56 -1.56 -0.86
H 1.13 -3.56 -4.19
H 4.07 2.73 -3.83
H 0.38 1.92 3.25
H 1.16 0.43 -5.67
H -2.70 -2.85 -1.26
H -0.68 -6.59 1.25
H 0.77 -4.87 0.22
H -2.90 2.20 2.21
H -1.55 -5.14 6.23
H 3.91 -0.89 -5.34
H -0.44 -2.35 -2.00
H 3.73 1.64 -5.18
H 6.63 1.53 -1.30
H 5.40 2.50 -2.11
H -3.14 -6.45 1.03
H 0.60 3.99 -3.52
H -3.10 -4.13 4.60
H 0.04 2.88 -2.26
H -2.20 -2.84 2.67
H 0.12 1.85 -5.55
H -0.17 0.46 -4.50
H 4.65 -2.46 -5.01
H 5.95 -0.67 0.62
H -4.54 0.64 -1.45
H 3.15 1.36 1.23
H 4.39 -1.51 0.47
H 4.49 -3.39 -2.15
H 3.06 -4.32 -2.58
H 3.06 3.28 -5.17
H 5.88 0.95 -2.79
H 1.53 -2.37 -5.42
H 1.60 3.70 -2.09
H 1.78 -3.56 4.04
H 3.56 2.75 0.22

=====

[6]
87
Properties=species:S:1:pos:R:3 method="wB97M-V/def2-TZVPD" homo_energy_ev="-7.99 / -7.99" e_above_lowest_kcal_mol=0.0 lumo_ev="-2.76 / -2.81"
Pt -0.71 -0.45 0.29
S -1.09 -1.12 2.59
S -2.78 -1.52 -0.06
P -0.61 1.85 1.15
P 0.66 -2.05 -0.83
F -3.32 -0.49 -3.00
F -2.79 1.54 -3.97
F -1.12 0.03 -3.43
F -2.25 1.13 -1.77
N -3.73 -2.14 4.94
N -5.40 -3.61 1.47
N 0.45 2.06 -1.18
N 1.39 0.14 -1.99
C 1.87 1.21 -2.73
C -2.65 -1.78 2.62
C 2.52 3.67 -3.82
C -0.19 -3.59 -1.49
C -1.14 -3.14 -2.62
C 0.76 3.77 2.72
C 1.72 -3.44 1.40
C 2.13 -2.50 0.26
C 2.13 2.30 1.31
C -0.40 2.88 -0.37
C 1.63 3.63 -2.76
C -3.36 1.72 1.22
C 1.38 -1.25 -2.33
C -4.47 -2.94 1.45
C 2.75 1.26 -3.80
C 2.66 -1.20 0.87
C 0.88 2.33 2.20
C 1.31 2.40 -2.22
C -0.97 -4.37 -0.43
C -2.39 3.96 1.66
C -2.31 2.18 3.42
C -3.26 -1.99 3.90
C 3.30 -3.14 -0.50
C 3.07 2.50 -4.33
C -3.31 -2.10 1.44
C 1.07 1.40 3.39
C 0.84 -4.54 -2.12
C -2.21 2.45 1.92
B -2.39 0.56 -3.09
B 0.45 0.64 -1.04
H -1.74 -2.26 -2.40
H -1.40 -5.24 -0.93
H 3.61 -2.58 -1.37
H -0.04 3.90 3.45
H 1.41 -5.09 -1.37
H -4.29 2.22 1.50
H 0.72 -1.43 -3.18
H -3.43 0.68 1.55
H 3.17 0.35 -4.21
H 1.53 -4.05 -2.80
H 3.02 -0.52 0.10
H -3.33 4.26 2.13
H -0.34 -4.73 0.38
H 3.76 2.55 -5.17
H -1.64 2.81 4.02
H 1.89 -0.69 1.44
H 2.54 -3.48 2.12
H 3.11 -4.17 -0.79
H -3.28 1.72 0.13
H 0.28 -5.28 -2.70
H 2.38 -1.64 -2.57
H 0.03 3.85 -0.14
H 1.55 -4.46 1.05
H -1.38 3.01 -0.84
H -2.12 1.14 3.67
H -3.33 2.41 3.73
H 2.28 1.36 0.80
H -2.49 4.18 0.60
H 2.12 3.09 0.56
H -0.61 -2.94 -3.54
H -1.61 4.58 2.08
H 0.22 1.42 4.07
H 2.99 2.48 1.96
H 1.17 4.54 -2.38
H -1.79 -3.80 -0.01
H 0.83 -3.09 1.93
H 1.24 0.37 3.09
H 0.62 4.50 1.92
H 1.95 1.73 3.94
H 3.49 -1.44 1.53
H 2.78 4.62 -4.26
H 4.15 -3.15 0.19
H 1.70 4.02 3.22
H -1.83 -3.97 -2.81